Version i
Entry from the OMol25 dataset: one molecule with the formula C5H10N4 (ωB97M-V with the def2-TZVPD basis set).

- HOMO: -7.8 eV
- SMILES string: [H]/N=C(\N)N(N)C(C)=C=C
- Kohn-Sham gap: 0.3149 Ha

The geometry in ORCA input format:
```
! RIJCOSX wB97M-V def2-TZVPD def2/J DEFGRID3
* xyz 0 1
H -1.0533 -2.8279 0.4853
N -0.5316 -1.9594 0.4420
C -1.2098 -0.9674 0.0253
N -2.5368 -1.0148 -0.3730
N -0.6514 0.3097 0.0561
N -1.4941 1.4235 0.0045
C 0.7400 0.4237 -0.0391
C 1.3280 1.8072 -0.0845
C 1.4909 -0.6553 -0.0993
C 2.4993 -1.4678 0.0176
H -3.1029 -1.7430 0.0314
H -3.0061 -0.1231 -0.4299
H -1.2779 2.0885 -0.7383
H -1.4635 1.9767 0.8582
H 2.4033 1.7350 -0.2213
H 0.9310 2.3718 -0.9295
H 1.1212 2.3602 0.8336
H 2.9748 -1.6615 0.9683
H 2.8390 -2.0762 -0.8075
*
```

Version ii
Entry from the OMol25 dataset: one molecule with the formula C5H10N4 (ωB97M-V with the def2-TZVPD basis set).

- HOMO: -8.9 eV
- SMILES string: [H]/N=C1\CCN(N)C(C)=N1
- Kohn-Sham gap: 0.3419 Ha

The geometry in ORCA input format:
```
! RIJCOSX wB97M-V def2-TZVPD def2/J DEFGRID3
* xyz 0 1
H 2.0455 2.5523 -1.4223
N 1.5938 1.8294 -1.9484
C 0.7145 1.3886 -1.1801
C 0.5825 1.7645 0.2715
C 0.4104 0.5698 1.2930
N -0.4566 -0.4217 0.7101
N -0.3662 -1.7354 1.2920
C -0.6270 -0.4271 -0.6708
C -1.5421 -1.6227 -1.1059
N -0.2179 0.4076 -1.6071
H 1.6672 2.0454 0.6858
H -0.2981 2.5916 0.3004
H -0.1632 0.9452 2.3025
H 1.3244 0.0109 1.5917
H 0.6594 -2.3025 0.9907
H -0.3471 -1.7981 2.4850
H -0.8487 -2.5300 -0.7810
H -1.4516 -1.5140 -2.3223
H -2.6792 -1.7537 -0.8848
*
```

Stability check: which of them is least stable? version ii.

Version i
Entry from the OMol25 dataset: a 2-piece molecular cluster, C4H8O4 overall (ωB97M-V with the def2-TZVPD basis set).

- HOMO (alpha / beta): -9.9 / -9.9 eV
- SMILES string: C=CC(C)(O)O.O=O
- Kohn-Sham gap (alpha / beta): 0.2856 / 0.2802 Ha

The geometry in ORCA input format:
```
! RIJCOSX wB97M-V def2-TZVPD def2/J DEFGRID3
* xyz 0 1
C 0.3816 1.4862 1.4223
C 0.5601 1.1643 0.1550
C 0.6464 -0.2468 -0.3754
C -0.5829 -0.5010 -1.3596
O 1.8045 -0.3568 -1.1476
O 0.6968 -1.2454 0.5898
H 0.3606 2.5147 1.7397
H 0.2790 0.7452 2.1994
H 0.6818 1.9101 -0.6110
H -0.5629 0.2421 -2.1567
H -0.5504 -1.5228 -1.7278
H -1.5541 -0.3569 -0.8084
H 2.1454 -1.2518 -1.0371
H -0.0640 -1.1793 1.1978
O -2.3493 -0.3910 0.4657
O -1.8926 -1.0109 1.4539
*
```

Version ii
Entry from the OMol25 dataset: a 2-piece molecular cluster, C4H8O4 overall (ωB97M-V with the def2-TZVPD basis set).

- HOMO: -10.6 eV
- SMILES string: CC(=O)O.CC(=O)O
- Kohn-Sham gap: 0.4076 Ha

The geometry in ORCA input format:
```
! RIJCOSX wB97M-V def2-TZVPD def2/J DEFGRID3
* xyz 0 1
C -2.4627 -0.3534 -1.3985
C -1.6629 0.7851 -0.7487
O -2.2114 1.6835 -0.1725
O -0.3664 0.4946 -0.7705
H -3.4530 0.0615 -1.6507
H -2.6029 -1.2084 -0.7158
H -1.9873 -0.7173 -2.3249
H 0.0887 1.2379 -0.2885
C 1.6905 0.6546 1.3311
C 2.0646 -0.8166 1.1350
O 2.5758 -1.5389 1.9706
O 1.6429 -1.2231 -0.0848
H 1.9799 1.0158 2.3323
H 0.5980 0.7599 1.2213
H 2.1828 1.2869 0.5731
H 1.9233 -2.1222 -0.4086
*
```

Stability check: which of them is least stable? version i.

Version i
Entry from the OMol25 dataset: one molecule with the formula C4H8O4 (ωB97M-V with the def2-TZVPD basis set).

- HOMO: -9.7 eV
- SMILES string: CC(=O)[C@](C)(O)OO
- Kohn-Sham gap: 0.3845 Ha

The geometry in ORCA input format:
```
! RIJCOSX wB97M-V def2-TZVPD def2/J DEFGRID3
* xyz 0 1
C -1.0172 -0.1248 1.9083
C -0.9142 -0.1416 0.4184
O -1.8595 -0.1283 -0.3338
C 0.5180 -0.0192 -0.1645
C 0.6856 -0.9092 -1.4018
O 1.4677 -0.2698 0.8091
O 0.6732 1.3761 -0.4605
O 0.0178 1.7767 -1.6309
H -0.1786 -0.6724 2.3410
H -0.9672 0.9240 2.2525
H -1.9706 -0.5440 2.2208
H -0.1312 -0.7015 -2.1224
H 1.6466 -0.6825 -1.8694
H 0.6629 -1.9231 -1.1083
H 2.2724 0.1927 0.5494
H -0.9057 1.8468 -1.4077
*
```

Version ii
Entry from the OMol25 dataset: one molecule with the formula C4H8O4 (ωB97M-V with the def2-TZVPD basis set).

- HOMO: -9.6 eV
- Kohn-Sham gap: 0.3452 Ha

The geometry in ORCA input format:
```
! RIJCOSX wB97M-V def2-TZVPD def2/J DEFGRID3
* xyz 0 1
C -0.4546 -0.5395 -0.1788
C -2.1090 -0.0904 0.4069
C 2.0008 1.2413 -0.0949
C 1.2146 0.0500 0.4129
O -0.0456 0.5090 0.8745
O -0.4778 -1.8724 0.1443
O -0.4920 -0.2429 -1.5246
O 1.8092 -0.9797 0.7815
H 0.4878 -2.0865 0.2385
H -1.3685 -0.4506 -1.8794
H -2.2042 -0.2582 1.4751
H -2.6836 -0.8306 -0.1502
H -2.3076 0.9380 0.1188
H 1.4171 2.1612 -0.0823
H 2.8561 1.3996 0.5653
H 2.3572 1.0518 -1.1076
*
```

Stability check: which of them is least stable? version ii.

Version i
Entry from the OMol25 dataset: one molecule with the formula C4H8O4 (ωB97M-V with the def2-TZVPD basis set).

- HOMO: -8.6 eV
- SMILES string: CC(=C(O)O)C(O)O
- Kohn-Sham gap: 0.3364 Ha

The geometry in ORCA input format:
```
! RIJCOSX wB97M-V def2-TZVPD def2/J DEFGRID3
* xyz 0 1
C 0.5124 1.0883 1.1326
C 0.0707 0.2039 0.0124
C -0.6989 0.6841 -0.9846
O -1.0668 -0.1951 -2.0198
O -0.8899 1.9868 -1.3540
C 0.2511 -1.2597 0.1962
O 1.6126 -1.5040 0.3081
O -0.4225 -1.6918 1.3655
H -0.2646 1.0534 2.0499
H 1.4050 0.7878 1.4282
H 0.4672 2.2430 0.8814
H -1.9778 0.1260 -2.2646
H -0.4832 2.3160 -2.1525
H -0.4367 -1.7381 -0.6489
H 1.6637 -2.3510 -0.0231
H 0.2577 -1.7496 2.0732
*
```

Version ii
Entry from the OMol25 dataset: a 2-piece molecular cluster, C4H8O4 overall (ωB97M-V with the def2-TZVPD basis set).

- HOMO: -10.5 eV
- SMILES string: CC(=O)O.CC(=O)O
- Kohn-Sham gap: 0.4005 Ha

The geometry in ORCA input format:
```
! RIJCOSX wB97M-V def2-TZVPD def2/J DEFGRID3
* xyz 0 1
C -3.0619 -2.6282 -0.3076
C -2.3369 -2.1573 0.9402
O -1.7660 -2.8640 1.6467
O -2.5974 -0.8856 1.2242
H -3.4530 -1.6880 -0.7314
H -3.9087 -3.3110 -0.1253
H -2.3876 -3.0933 -1.0462
H -1.9600 -0.7313 1.9738
C 2.4967 1.4335 -1.0342
C 3.0768 2.4323 -0.0708
O 4.3085 2.6514 -0.1049
O 2.1116 3.2375 0.5099
H 3.0901 0.5037 -1.0286
H 2.5082 1.8519 -2.0547
H 1.4553 1.1878 -0.7664
H 2.4245 4.0606 0.9755
*
```

Stability check: which of them is least stable? version i.

Version i
Entry from the OMol25 dataset: C7H14N2O4 as an isolated structure (ωB97M-V with the def2-TZVPD basis set).

- HOMO: -10.0 eV
- Kohn-Sham gap: 0.3753 Ha

The geometry in ORCA input format:
```
! RIJCOSX wB97M-V def2-TZVPD def2/J DEFGRID3
* xyz 0 1
C 1.0354 -0.0985 0.4283
C 0.6490 1.1587 -0.2492
C 2.6831 0.0099 0.3358
C 3.3243 -1.0250 1.3063
C -1.6024 0.4949 0.3553
C -2.6219 -0.6700 -0.1172
C -2.3838 1.5386 0.9656
H 0.5366 -1.7855 0.6477
H 1.1563 -1.5771 -0.9601
H 0.9057 -0.2983 1.4659
H 2.9538 0.9969 0.8912
H 2.9952 0.6528 -1.4671
H 4.5168 -0.5968 2.0395
H 3.4117 -2.0460 0.5492
H 2.3884 -1.4476 2.2908
H -1.1370 1.8722 -1.1035
H -0.8112 0.1983 1.0734
H -2.8505 1.3826 2.1436
H -1.6792 2.4576 1.1425
H -3.4499 1.6848 0.1867
H -1.3110 -1.5912 -1.1949
N 0.4140 -1.2332 -0.2088
N -0.7332 1.2414 -0.5388
O 1.5254 1.7222 -0.8876
O 3.2141 -0.3148 -1.0212
O -3.8949 -0.7309 0.3161
O -2.3314 -1.7279 -0.9849
*
```

Version ii
Entry from the OMol25 dataset: a 2-piece molecular cluster, C7H14N2O4 overall (ωB97M-V with the def2-TZVPD basis set).

- HOMO: -8.4 eV
- SMILES string: COC1=NNC(C)(C)O1.CC(=O)O
- Kohn-Sham gap: 0.3361 Ha

The geometry in ORCA input format:
```
! RIJCOSX wB97M-V def2-TZVPD def2/J DEFGRID3
* xyz 0 1
C -0.4077 -2.9824 -0.8036
O -0.3175 -2.5542 0.5088
C -0.6206 -1.2265 0.6446
N 0.0403 -0.3629 1.2743
N -0.6915 0.8261 1.2473
C -1.7763 0.5696 0.2005
C -3.1661 0.9451 0.7749
C -1.4360 1.3712 -1.0509
O -1.7604 -0.8481 0.0565
H -0.7727 -2.2720 -1.5367
H -1.2424 -3.6754 -0.9471
H 0.5636 -3.3913 -1.0700
H -0.1221 1.6963 1.0967
H -3.5677 -0.0034 0.5985
H -3.6718 1.5919 0.0703
H -3.1656 1.3407 1.7630
H -0.4629 1.1444 -1.4948
H -1.4559 2.4194 -0.8255
H -2.1807 1.2178 -1.7810
C 4.1499 0.7349 -0.2569
C 2.7079 0.5717 0.1875
O 1.8577 1.2876 -0.2308
O 2.6044 -0.4604 0.9716
H 4.5857 0.7070 0.7408
H 4.1061 1.7648 -0.5447
H 4.5221 0.0842 -0.9989
H 1.6803 -0.4959 1.4053
*
```

Stability check: which of them is least stable? version i.

Version i
Entry from the OMol25 dataset: one molecule with the formula C6H10OS (ωB97M-V with the def2-TZVPD basis set).

- HOMO: -8.5 eV
- SMILES string: C=C[C@@H](CO)C(C)=S
- Kohn-Sham gap: 0.3032 Ha

The geometry in ORCA input format:
```
! RIJCOSX wB97M-V def2-TZVPD def2/J DEFGRID3
* xyz 0 1
C -2.7608 0.7515 -0.9174
C -1.4202 0.4920 -1.0074
C -0.5769 0.2988 0.2290
C -0.7611 -1.1727 0.7997
O -0.0571 -1.6646 1.9652
C 0.9336 0.6720 -0.1083
C 1.5741 1.2749 1.1248
S 1.5443 -0.1998 -1.3369
H -3.1184 1.4364 -0.0860
H -3.3961 0.4971 -1.7890
H -1.0455 0.0763 -1.9043
H -0.9896 1.0087 0.9942
H -1.9061 -1.2615 0.8543
H -0.5052 -1.7957 -0.0952
H -0.6552 -1.5375 2.8271
H 2.5479 1.8014 0.7613
H 0.9563 1.9926 1.5338
H 1.9278 0.3970 1.8503
*
```

Version ii
Entry from the OMol25 dataset: one molecule with the formula C6H10OS (ωB97M-V with the def2-TZVPD basis set).

- HOMO (alpha / beta): -8.1 / -8.0 eV
- Kohn-Sham gap (alpha / beta): 0.2859 / 0.2805 Ha

The geometry in ORCA input format:
```
! RIJCOSX wB97M-V def2-TZVPD def2/J DEFGRID3
* xyz 0 1
C -0.3905 -1.9140 -0.3171
C -0.1650 -0.7361 -0.8953
C -0.5801 -2.0121 1.1425
C 0.1434 0.5918 -0.1156
C -1.0864 1.3841 0.1756
C 1.1825 1.3328 -0.8411
O 2.0848 -0.3202 1.1409
S 0.7596 0.0510 1.5870
H -0.4167 -2.8295 -0.7973
H -0.1577 -0.6909 -1.9493
H -1.3841 -1.4059 1.6032
H -0.1786 -2.8281 1.6950
H -1.3043 2.0048 -0.6984
H -0.8539 2.0331 0.8990
H -1.9217 0.7592 0.4821
H 1.0082 2.3904 -0.6041
H 1.0917 1.2672 -1.8829
H 2.1686 0.9225 -0.6243
*
```

Stability check: which of them is least stable? version ii.